{"formula": "C35H38Cl2N6O7Pb", "method": "ωB97M-V/def2-TZVPD", "symbols": ["Pb", "C", "C", "O", "C", "C", "C", "N", "N", "C", "O", "C", "C", "C", "C", "C", "C", "H", "H", "H", "H", "H", "H", "H", "H", "H", "H", "H", "H", "N", "N", "C", "O", "O", "H", "H", "H", "N", "C", "C", "C", "C", "C", "C", "H", "H", "H", "H", "H", "H", "H", "Cl", "C", "C", "C", "C", "C", "Cl", "C", "N", "C", "C", "C", "C", "C", "C", "C", "C", "O", "O", "H", "H", "H", "H", "H", "H", "H", "H", "H", "H", "C", "C", "O", "H", "H", "H", "H", "H", "H"], "coordinates": [[1.39294, -0.24875, 0.92101], [-3.32214, 0.62105, 2.12703], [-1.84048, 0.93245, 2.09609], [-1.14885, 0.40176, 1.20372], [-1.36999, 1.81610, 3.10450], [-0.06492, 2.17403, 3.42712], [0.13373, 3.20278, 4.51012], [1.01397, 1.57791, 2.89398], [2.16804, 1.98640, 3.36908], [3.29233, 1.37233, 2.92295], [3.40810, 0.78698, 1.82595], [4.43798, 1.43382, 3.85900], [5.34155, 0.37210, 3.84257], [6.37556, 0.33325, 4.76197], [6.52220, 1.36158, 5.68289], [5.63724, 2.43154, 5.68521], [4.58820, 2.46599, 4.78237], [-3.60674, 0.22833, 3.10416], [-3.56413, -0.11430, 1.36160], [-3.89702, 1.53142, 1.94915], [-2.13727, 2.25559, 3.72728], [-0.81300, 3.65390, 4.79580], [0.81067, 3.97674, 4.14966], [0.60302, 2.75213, 5.38505], [5.20573, -0.41607, 3.11355], [7.06618, -0.49936, 4.76370], [7.33267, 1.33247, 6.39967], [5.76653, 3.23775, 6.39540], [3.89006, 3.29123, 4.76782], [1.12358, -1.33037, 3.30939], [2.09189, -2.33313, 3.42315], [2.66073, -2.93108, 2.26408], [3.29467, -3.95833, 2.45562], [2.45215, -2.32440, 1.15698], [1.31176, -0.57534, 3.95618], [0.17993, -1.67541, 3.45667], [2.05792, -2.93696, 4.22843], [0.06896, 2.38290, -1.22273], [-1.27034, 2.30097, -1.48993], [-2.18811, 2.93083, -0.72403], [-3.60881, 2.99904, -0.93915], [-4.39067, 2.19675, -1.66530], [-4.08186, 0.92253, -2.39061], [-1.60522, 1.61548, -2.79763], [0.30647, 2.78633, -0.32952], [0.64212, 1.57425, -1.45532], [-1.81271, 3.48912, 0.12714], [-4.10625, 3.80500, -0.40882], [-5.45121, 2.42812, -1.70385], [-4.51253, 0.10361, -1.79733], [-0.68791, 1.24445, -3.24111], [-2.18899, 2.86274, -3.97935], [-2.65745, 0.53699, -2.70913], [-4.75043, 0.89529, -3.74039], [-5.06196, -0.27044, -4.31363], [-4.63744, -1.54213, -3.80280], [-3.46800, -1.76295, -3.15911], [-3.04881, -3.43632, -2.90318], [-2.40431, -0.78194, -2.95419], [-1.09811, -1.34208, -3.09617], [-0.31914, -1.22784, -4.18213], [-0.83669, -0.60557, -5.34492], [-0.07815, -0.50101, -6.47408], [1.23008, -1.01691, -6.50093], [1.74679, -1.64168, -5.39114], [1.01051, -1.77668, -4.20766], [1.70876, -2.28132, -3.01858], [2.31798, -0.88624, -2.42434], [3.44885, -0.64000, -2.78287], [1.47852, -0.21019, -1.76889], [-4.97317, 1.84286, -4.21330], [-5.64224, -0.28543, -5.22896], [-5.23164, -2.40722, -4.06934], [-0.78021, -1.88172, -2.28844], [-1.84516, -0.21140, -5.32626], [-0.48923, -0.01524, -7.34828], [1.82838, -0.91746, -7.39603], [2.75918, -2.02125, -5.40780], [2.57279, -2.88240, -3.27953], [1.10869, -2.75931, -2.24613], [-0.38989, -4.24469, 0.95343], [-1.19131, -2.96982, 1.11666], [-0.73947, -2.01316, 0.16055], [-0.61547, -4.93460, 1.76621], [0.67567, -4.01720, 0.96345], [-0.63364, -4.72731, 0.00609], [-1.07652, -2.56760, 2.12992], [-2.25614, -3.16889, 0.96614], [-1.16935, -1.15539, 0.35435]], "mulliken_charge": [1.94, -1.70, 0.26, 0.16, -0.83, 0.31, -1.42, 0.73, -0.85, 0.26, -0.75, 0.51, -0.57, -0.63, -0.36, -0.63, -0.26, 0.41, 0.26, 0.40, 0.35, 0.42, 0.34, 0.30, 0.43, 0.40, 0.38, 0.39, 0.44, -0.45, -0.36, 0.39, -0.77, -0.60, 0.30, 0.33, 0.24, -0.44, 0.52, -0.88, -1.01, -1.39, 1.05, 0.01, 0.38, 0.06, 0.36, 0.39, 0.41, 0.62, 0.54, -0.18, 0.19, -0.66, -0.73, -0.60, 0.06, -0.21, -0.39, 0.94, 1.10, -0.72, -0.73, -0.75, -0.81, 0.86, -0.93, 0.67, -0.66, -0.58, 0.43, 0.46, 0.46, -0.13, 0.37, 0.45, 0.40, 0.41, 0.54, 0.05, -1.33, -0.08, 0.36, 0.40, 0.19, 0.31, 0.10, 0.39, -0.06], "relative_energy_kcal_mol": 88.53, "spin_multiplicity": 1}